(1)
An isolated molecule of C2H3NOS. Source: OMol25; level of theory: ωB97M-V/def2-TZVPD.

Last column: Mulliken charge in e.
Atoms and positions in Å:
C (1.14831, -0.73486, 0.00836)  0.1573
N (0.02958, -1.29349, 0.04078)  -0.4130
S (-1.21968, -0.09241, -0.02783)  -0.0336
C (0.02734, 1.25713, 0.05853)  -0.2493
O (1.28145, 0.59870, -0.06069)  -0.3376
H (2.10679, -1.24425, 0.04534)  0.3613
H (-0.10003, 1.86130, 0.95350)  0.2688
H (-0.00435, 1.99269, -0.75485)  0.2461

Atoms 1-2, force components in eV/Å:
0.55 -0.04 0.17
-0.93 -0.18 -0.03

Output
* energy: -16494.3182 eV
* E_HOMO: -0.3144 hartree
* charge: 0
* LUMO energy: 0.030 hartree
* SMILES: C1=NSCO1
* energy relative to the best compared isomer or geometry (same formula, charge and spin): 20.3 kcal/mol
* Kohn-Sham gap: 9.36 eV


(2)
An isolated molecule of C2H3NOS. Source: OMol25; level of theory: ωB97M-V/def2-TZVPD.

Last column: Mulliken charge in e.
Atoms and positions in Å:
O (-0.75432, 0.60139, -1.51026)  -0.4456
C (0.30389, 0.02778, -1.65010)  0.0476
N (1.00636, -0.54715, -0.55465)  -0.1369
C (0.59130, -0.46665, 0.73007)  -0.1736
S (-0.65504, 0.22551, 1.45991)  -0.2338
H (0.83464, -0.10762, -2.57272)  0.3724
H (1.95240, -0.89662, -0.65603)  0.2630
H (1.31253, -0.95172, 1.35505)  0.3068

Atoms 1-2, force components in eV/Å:
1.33 -0.77 -0.63
-0.90 0.40 1.81

Output
* energy: -16494.7803 eV
* E_HOMO: -0.3081 hartree
* charge: 0
* LUMO energy: 0.001 hartree
* SMILES: O=CNC=S
* energy relative to the best compared isomer or geometry (same formula, charge and spin): 9.6 kcal/mol
* Kohn-Sham gap: 8.41 eV


(3)
A cluster of 2 separate species, C2H3NOS2 in total. Source: OMol25; level of theory: ωB97M-V/def2-TZVPD.

Last column: Mulliken charge in e.
Atoms and positions in Å:
C (-1.97364, -0.88298, -1.36286)  -0.0997
N (-2.41833, -0.12722, -0.59723)  -0.0897
S (-3.03754, 1.03411, 0.23112)  -0.2197
H (-1.54092, -1.60229, -1.94533)  0.4166
O (0.61090, -0.89421, -0.52903)  -0.3507
C (0.96371, 0.05562, 0.01847)  0.1215
S (1.28535, 1.60894, -0.79522)  -0.1768
H (1.36876, 0.21048, 1.10143)  0.2573
H (2.37636, 2.06107, -0.10822)  0.1412

Atoms 1-2, force components in eV/Å:
-1.34 1.81 2.12
1.10 -1.85 -2.56

Output
* energy: -27327.7359 eV
* E_HOMO: -0.3133 hartree
* charge: 0
* LUMO energy: 0.018 hartree
* SMILES: C#[N+][S-].O=CS
* energy relative to the best compared isomer or geometry (same formula, charge and spin): 70.1 kcal/mol
* Kohn-Sham gap: 9.00 eV


(4)
A cluster of 2 separate species, C2H3NOS3 in total. Source: OMol25; level of theory: ωB97M-V/def2-TZVPD.

Last column: Mulliken charge in e.
Atoms and positions in Å:
S (1.96427, 1.13881, -1.48243)  -0.2178
C (1.17182, 0.00012, -0.58441)  0.5325
C (0.68884, 0.18893, 0.74215)  -0.6260
N (0.19048, -0.82063, 1.34377)  -0.1832
O (0.15110, -1.90664, 0.62214)  -0.1183
S (0.81654, -1.73060, -0.92049)  0.1628
H (0.95423, 1.13114, 1.26352)  0.4153
S (-2.01117, 0.91167, -0.88259)  -0.3195
H (-2.52553, -0.34945, -0.31381)  0.1801
H (-1.40057, 1.43665, 0.21216)  0.1739

Atoms 1-2, force components in eV/Å:
-0.60 -0.96 0.37
0.85 -0.66 -1.67

Output
* energy: -38162.7248 eV
* E_HOMO (alpha / beta): -0.3354 / -0.3354 hartree
* charge: 0
* LUMO energy (alpha / beta): -0.041 / -0.041 hartree
* SMILES: S=c1cnos1.S
* energy relative to the best compared isomer or geometry (same formula, charge and spin): 61.8 kcal/mol
* Kohn-Sham gap (alpha / beta): 8.01 / 8.01 eV


(5)
An isolated molecule of C2H3NP2. Source: OMol25; level of theory: ωB97M-V/def2-TZVPD.

Last column: Mulliken charge in e.
Atoms and positions in Å:
C (0.91414, -1.22926, -0.01599)  -0.2190
N (2.20810, -1.18235, -0.06007)  -0.2784
P (3.10342, 0.06640, 0.02721)  -0.0151
P (1.12261, 1.36583, -0.08365)  -0.0558
C (0.14119, -0.06215, 0.13993)  -0.3005
H (0.38066, -2.10470, 0.01648)  0.4054
H (0.01155, 2.34046, 0.20749)  0.0718
H (-0.88331, 0.14071, 0.01490)  0.3917

Atoms 1-2, force components in eV/Å:
-2.82 1.69 0.89
0.49 -0.68 -0.08

Output
* energy: -22187.8518 eV
* E_HOMO: -0.3015 hartree
* charge: 0
* LUMO energy: -0.020 hartree
* SMILES: C1=NP=[PH]=C1
* energy relative to the best compared isomer or geometry (same formula, charge and spin): 23.3 kcal/mol
* Kohn-Sham gap: 7.66 eV


(6)
An isolated molecule of C2H3NP2. Source: OMol25; level of theory: ωB97M-V/def2-TZVPD.

Last column: Mulliken spin population.
Atoms and positions in Å:
C (-0.16673, 0.02387, 0.02413)  0.0953
C (-0.03092, -0.67539, -1.06445)  -0.0043
N (-0.22453, 0.81173, 0.96437)  0.0048
P (2.41801, -0.12633, 2.66918)  1.4320
P (0.89512, 1.08300, 2.25661)  0.4124
H (0.44167, -0.45102, -2.02427)  0.0077
H (-0.56491, -1.75735, -0.98247)  0.0154
H (0.06030, 2.04371, 3.03570)  0.0366

Atoms 1-2, force components in eV/Å:
1.01 1.22 0.08
-1.82 -3.63 0.02

Output
* energy: -22185.4528 eV
* E_HOMO (alpha / beta): -0.2566 / -0.3351 hartree
* <S²>: 2.01
* charge: 0
* LUMO energy (alpha / beta): 0.022 / -0.080 hartree
* energy relative to the best compared isomer or geometry (same formula, charge and spin): 15.4 kcal/mol
* spin multiplicity: 3
* Kohn-Sham gap (alpha / beta): 7.58 / 6.95 eV


(7)
An isolated molecule of C2H3NS2. Source: OMol25; level of theory: ωB97M-V/def2-TZVPD.

Last column: Mulliken spin population.
Atoms and positions in Å:
C (-0.76006, 0.59954, -0.30745)  0.0012
C (0.29200, -1.14477, 0.79702)  0.6284
N (-0.78166, -0.33106, 0.57079)  0.1177
S (0.68264, 0.68228, -1.36353)  0.0439
S (1.35890, -0.78745, 1.98549)  1.1904
H (-1.70109, 1.13772, -0.54101)  -0.0100
H (0.70352, 1.85293, -1.14519)  0.0044
H (0.20574, -2.00919, 0.00388)  0.0240

Atoms 1-2, force components in eV/Å:
-0.29 -2.17 0.34
-1.29 -2.87 -3.46

Output
* energy: -25278.5266 eV
* E_HOMO (alpha / beta): -0.2399 / -0.3517 hartree
* <S²>: 2.01
* charge: 0
* LUMO energy (alpha / beta): 0.027 / -0.095 hartree
* energy relative to the best compared isomer or geometry (same formula, charge and spin): 37.6 kcal/mol
* spin multiplicity: 3
* Kohn-Sham gap (alpha / beta): 7.25 / 6.98 eV


(8)
An isolated molecule of C2H3NS3. Source: OMol25; level of theory: ωB97M-V/def2-TZVPD.

Last column: Mulliken charge in e.
Atoms and positions in Å:
S (-3.58160, -0.33801, 0.12704)  -0.3326
C (-2.00790, -0.14013, -0.11635)  0.2485
N (-1.15172, -1.24222, -0.19570)  -0.2959
S (0.46683, -0.88514, -0.72340)  -0.0047
C (0.34737, 0.71042, 0.05445)  -0.4814
S (-1.23942, 1.37822, -0.51602)  -0.0429
H (-1.58938, -2.15118, -0.47912)  0.3039
H (1.28746, 1.43568, -0.16697)  0.3066
H (0.23847, 0.56867, 1.09435)  0.2985

Atoms 1-2, force components in eV/Å:
-1.18 0.11 0.24
0.63 -1.39 -0.96

Output
* energy: -36117.4156 eV
* E_HOMO: -0.3109 hartree
* charge: 0
* LUMO energy: 0.004 hartree
* SMILES: S=C1NSCS1
* energy relative to the best compared isomer or geometry (same formula, charge and spin): 16.4 kcal/mol
* Kohn-Sham gap: 8.57 eV


(9)
An isolated molecule of C2H3NS4. Source: OMol25; level of theory: ωB97M-V/def2-TZVPD.

Last column: Mulliken charge in e.
Atoms and positions in Å:
S (-0.43874, -1.52941, 0.04100)  -0.1147
C (0.76415, -0.09587, 0.09340)  0.3089
S (-0.17452, 1.57586, 0.10966)  -0.1780
C (1.61329, -0.10936, 1.31026)  -0.3745
N (2.88434, 0.02546, 1.24471)  -0.3546
S (3.66246, 0.24787, -0.15847)  0.0680
S (1.92860, -0.24253, -1.30166)  -0.0565
H (0.15483, -2.18218, 0.95268)  0.1354
H (-0.39744, 1.83226, -1.17274)  0.1594
H (1.21270, -0.32400, 2.36266)  0.4066

Atoms 1-2, force components in eV/Å:
-0.71 1.96 -1.45
-0.79 0.47 -1.19

Output
* energy: -46952.2188 eV
* E_HOMO: -0.3104 hartree
* charge: 0
* LUMO energy: 0.000 hartree
* SMILES: SC1(S)C=NSS1
* energy relative to the best compared isomer or geometry (same formula, charge and spin): 15.5 kcal/mol
* Kohn-Sham gap: 8.44 eV


(10)
An isolated molecule of C2H3NS4. Source: OMol25; level of theory: ωB97M-V/def2-TZVPD.

Last column: Mulliken charge in e.
Atoms and positions in Å:
C (-0.90679, -0.77915, -0.31875)  -0.1956
C (0.31775, 0.07306, -0.46250)  -0.0566
N (-1.90513, -0.39286, 0.43576)  -0.3748
S (0.05330, 0.67648, -2.03988)  -0.2256
S (-2.04437, 1.09546, 1.00480)  0.1125
S (0.24804, 1.37495, 0.88813)  -0.0069
S (1.84975, -0.92576, -0.08798)  -0.1336
H (-0.82185, -1.78853, -0.67830)  0.4562
H (0.69549, 0.52555, 1.68509)  0.2570
H (2.51381, 0.14080, -0.42635)  0.1674

Atoms 1-2, force components in eV/Å:
-1.07 0.93 2.04
0.13 -0.42 0.38

Output
* energy: -46950.4333 eV
* E_HOMO (alpha / beta): -0.2955 / -0.2956 hartree
* charge: 0
* LUMO energy (alpha / beta): -0.058 / -0.058 hartree
* energy relative to the best compared isomer or geometry (same formula, charge and spin): 56.7 kcal/mol
* Kohn-Sham gap (alpha / beta): 6.46 / 6.47 eV


(11)
A structure of composition C2H3NiO. Source: OMol25; level of theory: ωB97M-V/def2-TZVPD.

Last column: Mulliken spin population.
Atoms and positions in Å:
O (0.05858, -0.58266, -0.59270)  0.0052
C (0.35023, -0.22335, 0.49054)  0.0053
C (0.43414, 0.30992, 1.66996)  0.0110
H (0.82431, 1.32477, 1.76204)  0.0003
H (-0.74672, 0.31267, -3.57810)  0.2868
H (-0.02549, -0.20550, 2.51500)  -0.0001
Ni (-0.89505, -0.93585, -2.26673)  1.6915

Atoms 1-2, force components in eV/Å:
0.51 -0.76 -0.65
-0.89 1.17 1.19

Output
* energy: -45201.3803 eV
* E_HOMO (alpha / beta): -0.5400 / -0.5402 hartree
* <S²>: 2.01
* charge: +1
* LUMO energy (alpha / beta): -0.208 / -0.266 hartree
* spin multiplicity: 3
* Kohn-Sham gap (alpha / beta): 9.04 / 7.45 eV


(12)
The ion C2H3O2 with charge +1. Source: OMol25; level of theory: ωB97M-V/def2-TZVPD.

Last column: Mulliken charge in e.
Atoms and positions in Å:
C (-0.30926, 0.62092, -0.06623)  -0.1599
C (-0.08207, -0.85659, 0.00739)  0.1702
O (1.21568, -0.62973, -0.08705)  0.0660
O (1.22904, 0.73524, -0.02628)  -0.0590
H (-0.59424, 0.92633, -1.02181)  0.2980
H (-0.83381, 0.98951, 0.94498)  0.3255
H (-0.62533, -1.78568, 0.24899)  0.3591

Atoms 1-2, force components in eV/Å:
0.46 -0.49 4.21
2.86 2.70 -0.10

Output
* energy: -6203.8077 eV
* E_HOMO: -0.6680 hartree
* charge: +1
* LUMO energy: -0.273 hartree
* energy relative to the best compared isomer or geometry (same formula, charge and spin): 94.4 kcal/mol
* Kohn-Sham gap: 10.75 eV


> The lowest energy belongs to which entry?

number 9


Copy entry 4 word for word.
A cluster of 2 separate species, C2H3NOS3 in total. Source: OMol25; level of theory: ωB97M-V/def2-TZVPD.

Last column: Mulliken charge in e.
Atoms and positions in Å:
S (1.96427, 1.13881, -1.48243)  -0.2178
C (1.17182, 0.00012, -0.58441)  0.5325
C (0.68884, 0.18893, 0.74215)  -0.6260
N (0.19048, -0.82063, 1.34377)  -0.1832
O (0.15110, -1.90664, 0.62214)  -0.1183
S (0.81654, -1.73060, -0.92049)  0.1628
H (0.95423, 1.13114, 1.26352)  0.4153
S (-2.01117, 0.91167, -0.88259)  -0.3195
H (-2.52553, -0.34945, -0.31381)  0.1801
H (-1.40057, 1.43665, 0.21216)  0.1739

Atoms 1-2, force components in eV/Å:
-0.60 -0.96 0.37
0.85 -0.66 -1.67

Output
* energy: -38162.7248 eV
* E_HOMO (alpha / beta): -0.3354 / -0.3354 hartree
* charge: 0
* LUMO energy (alpha / beta): -0.041 / -0.041 hartree
* SMILES: S=c1cnos1.S
* energy relative to the best compared isomer or geometry (same formula, charge and spin): 61.8 kcal/mol
* Kohn-Sham gap (alpha / beta): 8.01 / 8.01 eV